[1]
ORCA calculation (ωB97M-V/def2-TZVPD) on a cluster of 2 separate species, C9H14 in total in a non-equilibrium geometry.

The geometry in XYZ format:
```
23
Properties=species:S:1:pos:R:3:forces:R:3:lowdin_charge:R:1
C -1.0143 -0.0057 2.4727 0.032 0.952 0.799 -0.16
C 0.5274 -0.1825 2.4417 -1.376 -0.944 0.172 -0.15
H -1.6179 -0.6197 1.8152 0.236 -0.704 0.038 0.04
H -1.3386 -0.1157 3.5067 -0.413 -0.255 -0.169 0.07
H -1.3430 0.9997 2.1779 0.428 0.073 0.214 0.06
H 0.7217 -1.2328 2.1964 0.315 0.310 -0.987 0.06
H 0.9782 -0.2152 3.4337 -0.151 0.999 0.068 0.07
H 0.8991 0.6086 1.8002 0.892 -0.420 -0.105 0.06
C 1.5507 -1.5534 -0.8175 1.436 -1.444 0.116 -0.01
C -1.6494 0.4351 -1.1179 -0.047 -1.895 -0.366 -0.03
C -1.2132 1.5982 -1.6823 0.622 0.577 -0.774 0.04
C -0.7558 -0.6266 -0.9584 -0.839 0.641 0.934 0.06
C 0.6533 -0.5186 -1.2492 -0.924 1.127 -0.444 -0.17
C 0.1596 1.7056 -2.0975 0.176 -0.185 0.733 0.03
C 1.0435 0.6860 -1.8768 0.466 0.363 -0.541 0.01
H -2.7039 0.2268 -0.9938 0.021 0.268 0.467 0.13
H -1.8766 2.4190 -1.9164 -0.129 0.003 0.164 0.14
H -1.1236 -1.5074 -0.4441 0.110 -0.202 -0.326 0.14
H 0.5086 2.6437 -2.4988 0.016 0.016 -0.249 0.13
H 1.9373 -1.3054 0.1857 -0.359 0.002 0.094 0.12
H 2.4828 -1.7096 -1.3720 -0.198 0.646 -0.363 0.12
H 2.0601 0.8229 -2.2239 0.079 -0.148 0.206 0.14
H 1.1140 -2.5529 -0.7815 -0.392 0.218 0.319 0.11
```
Positions in Å, forces in eV/Å.

Properties
⟨S²⟩: 0.7679
Spin multiplicity: 2
LUMO (spin up / spin down): -0.1616 / -0.3046 hartree
HOMO (spin up / spin down): -0.5404 / -0.5408 hartree
Charge: +1



[2]
ORCA calculation (ωB97M-V/def2-TZVPD) on an isolated molecule of C23H26N2O5S in a non-equilibrium geometry.

The geometry in XYZ format:
```
57
Properties=species:S:1:pos:R:3:forces:R:3:lowdin_charge:R:1
C -3.4420 4.6022 -1.5915 -0.223 0.089 0.016 -0.08
H -4.1085 4.2006 -2.3617 0.027 -0.003 0.038 0.10
H -3.3045 5.6695 -1.7569 -0.055 -0.067 0.018 0.10
H -3.8903 4.4447 -0.6051 0.011 -0.012 -0.029 0.10
O -2.1567 4.0375 -1.6720 0.305 -0.316 -0.030 -0.08
C -2.0234 2.6971 -1.4917 0.114 0.042 -0.044 -0.21
C -3.0663 1.8186 -1.2483 0.004 0.381 -0.032 -0.01
C -2.8279 0.4631 -1.0937 0.324 -0.282 0.016 -0.02
C -1.5351 -0.0289 -1.1939 -0.586 0.521 0.059 -0.15
C -0.4704 0.8497 -1.4227 -0.049 0.069 -0.058 0.05
C -0.6974 2.2027 -1.5626 -0.070 0.127 -0.092 -0.20
O 0.2636 3.1379 -1.7726 -0.495 0.001 0.030 -0.06
C 1.6057 2.7136 -1.8061 0.271 -0.128 0.014 -0.06
H 2.1939 3.6187 -1.9467 0.014 -0.081 0.010 0.10
H 1.7887 2.0291 -2.6405 -0.019 0.013 0.015 0.10
H 1.8959 2.2335 -0.8667 -0.021 0.008 -0.037 0.08
H 0.5221 0.4368 -1.4788 0.172 0.021 -0.001 0.11
C -1.2654 -1.4408 -1.0666 0.965 -0.626 -0.174 -0.28
N -0.1376 -2.0383 -1.3334 -0.449 0.832 -0.142 0.18
C -0.3421 -3.3627 -1.0475 -1.116 -0.271 0.269 -0.31
C -1.6244 -3.5134 -0.5918 1.053 -0.545 -0.395 -0.24
O -2.2131 -2.2931 -0.6228 -0.229 0.306 0.078 0.13
C -2.3848 -4.6878 -0.1015 0.031 0.221 0.076 0.01
H -2.0021 -4.9978 0.8706 -0.055 -0.038 0.060 0.09
H -2.2875 -5.5232 -0.7927 -0.059 -0.040 -0.015 0.09
H -3.4337 -4.4233 0.0000 -0.088 -0.092 0.001 0.09
C 0.7457 -4.3501 -1.0927 0.282 0.104 0.559 -0.23
H 1.4049 -4.2242 -1.9459 0.051 -0.057 -0.133 0.10
H 0.3623 -5.3662 -1.0421 0.097 -0.081 0.018 0.09
S 1.7864 -4.0823 0.4626 0.574 -0.001 -1.405 0.96
O 0.8133 -3.6577 1.4723 -0.844 0.110 0.998 -0.52
C 2.6051 -2.5383 -0.1746 -0.026 -0.472 0.042 -0.22
C 2.9007 -1.5777 0.9585 -0.252 -0.189 -0.162 -0.55
O 4.0280 -1.2958 1.3110 0.404 0.046 0.046 0.05
N 1.7825 -1.0538 1.4904 -0.231 0.217 0.115 0.08
H 0.8901 -1.4454 1.2286 0.123 -0.121 -0.066 0.11
C 1.8006 -0.1376 2.6114 0.095 0.088 0.017 -0.12
C 1.1810 1.1811 2.2277 0.056 -0.016 0.093 -0.21
C 1.9720 2.2974 1.9948 -0.013 -0.097 0.045 -0.04
C 1.3984 3.5041 1.6371 -0.072 0.012 -0.013 -0.05
C 0.0222 3.6266 1.4955 0.052 0.001 0.057 -0.28
C -0.7648 2.5021 1.7124 0.001 0.002 0.038 -0.04
C -0.1947 1.2954 2.0719 0.114 0.031 0.068 -0.04
H -0.8261 0.4348 2.2429 -0.105 -0.120 0.043 0.12
H -1.8378 2.5718 1.6021 -0.127 0.023 -0.014 0.11
C -0.5902 4.9307 1.0914 0.020 0.012 -0.132 -0.04
H 0.0205 5.7667 1.4249 -0.005 0.092 0.043 0.08
H -1.5907 5.0351 1.5058 -0.083 0.067 0.021 0.08
H -0.6645 4.9736 0.0046 -0.038 0.085 -0.029 0.07
H 2.0284 4.3654 1.4661 0.065 0.114 -0.006 0.11
H 3.0446 2.2198 2.1006 0.128 -0.018 0.030 0.12
H 2.8483 -0.0048 2.8913 -0.178 -0.034 0.049 0.12
H 1.2559 -0.5839 3.4510 0.108 0.027 -0.050 0.13
H 3.5288 -2.8546 -0.6536 0.055 0.032 0.025 0.10
H 1.9213 -2.0715 -0.8838 0.124 -0.029 0.051 0.06
H -3.6485 -0.2116 -0.9069 -0.084 -0.051 0.008 0.12
H -4.0798 2.1801 -1.1793 -0.070 0.092 -0.010 0.11
```
Positions in Å, forces in eV/Å.

Properties
LUMO: 0.0231 hartree
HOMO: -0.2888 hartree
Charge: 0



[3]
ORCA calculation (ωB97M-V/def2-TZVPD) on a cluster of 2 separate species, C3H9N4O in total in a non-equilibrium geometry.

The geometry in XYZ format:
```
17
Properties=species:S:1:pos:R:3:forces:R:3:lowdin_charge:R:1
C -1.5586 -2.6240 -1.1169 -1.540 -4.468 -0.877 0.01
C 0.5657 1.6111 0.7536 0.270 2.659 2.116 -0.32
C 0.0865 -0.0934 2.1725 0.257 1.082 3.526 -0.06
N -1.1355 -1.4751 -1.2462 0.418 2.436 0.454 -0.13
N -0.7124 -0.4216 -1.2908 -0.685 -0.532 -0.433 0.21
N 0.8332 2.2265 -0.3082 0.593 0.949 -2.092 0.08
N 1.1037 1.3968 -1.5114 -2.092 -0.154 0.434 0.11
O 0.6418 0.3521 0.9416 -0.659 -2.160 -0.429 -0.11
H -1.1582 -3.3650 -1.8556 -0.166 0.770 0.833 0.12
H -2.4831 -2.9704 -0.5838 1.117 1.098 -0.255 0.12
H 0.3852 2.2870 1.6930 0.083 -1.146 -1.898 0.19
H 0.8147 0.3809 2.9407 -1.168 -1.291 -0.703 0.12
H 0.1569 -1.2194 2.2311 -0.422 1.515 -0.199 0.11
H -0.9446 0.4186 2.5042 1.946 -1.562 -1.432 0.15
H 1.3897 2.0131 -2.2936 -0.913 -0.079 0.641 0.17
H 0.1340 0.7153 -1.5973 2.323 1.512 -0.386 0.10
H 1.8811 0.7676 -1.4329 0.641 -0.629 0.699 0.14
```
Positions in Å, forces in eV/Å.

Properties
LUMO: -0.1407 hartree
HOMO: -0.4849 hartree
Charge: +1



[4]
ORCA calculation (ωB97M-V/def2-TZVPD) on a structure of composition C37H32ClOPSbV in a non-equilibrium geometry.

The geometry in XYZ format:
```
74
Properties=species:S:1:pos:R:3:forces:R:3:lowdin_charge:R:1
V -0.7663 -0.8437 -0.4025 0.463 -0.507 0.730 0.26
Cl 0.6903 -2.4324 0.1712 0.051 0.396 -0.333 0.21
C -0.1033 0.9157 -0.1368 1.871 5.695 1.644 -0.41
O 0.3267 2.0127 0.0172 -1.379 -3.740 -1.213 0.07
P 0.1128 0.0432 -2.4550 0.887 -0.359 -3.372 1.07
C -1.4289 -0.2606 -3.3582 -0.474 0.011 0.570 -0.35
C 0.5999 1.6582 -3.1586 0.205 1.091 0.660 -0.34
C 1.3677 -1.1015 -3.1429 0.459 -0.305 0.520 -0.36
C 1.8063 1.8827 -3.8452 0.023 -0.238 0.121 -0.05
C 2.1241 3.1474 -4.3622 -0.240 -0.180 0.087 -0.04
C 1.2503 4.2291 -4.1912 -0.051 -0.488 -0.045 -0.04
C 0.0436 4.0146 -3.5070 0.118 -0.161 -0.028 -0.05
C -0.2716 2.7505 -2.9952 0.076 0.303 -0.029 -0.10
H 2.4987 1.0540 -3.9936 -0.108 0.255 0.022 0.11
H 3.0640 3.2561 -4.9085 -0.350 0.060 0.201 0.12
H 1.4919 5.2134 -4.6179 -0.138 -0.543 0.327 0.13
H -0.6525 4.8446 -3.3743 0.170 -0.310 -0.008 0.12
H -1.2144 2.6212 -2.4631 0.123 0.064 -0.125 0.11
C -2.3857 -1.0159 -2.6580 0.211 0.408 -1.009 -0.12
C -3.5482 -1.4058 -3.3279 -0.417 -0.148 0.594 -0.04
C -3.8370 -0.9549 -4.6231 0.632 0.090 0.069 -0.02
C -2.9140 -0.1285 -5.2858 0.149 -0.133 0.605 -0.02
C -1.7130 0.2083 -4.6495 -0.050 -0.062 -0.136 -0.06
H -2.2233 -1.3084 -1.5901 -0.716 -0.194 -1.135 0.00
H -4.2511 -2.0645 -2.8182 0.033 0.247 -0.142 0.12
H -4.7690 -1.2550 -5.1075 0.349 0.092 0.195 0.13
H -3.0963 0.2672 -6.2848 -0.100 -0.208 0.277 0.13
H -1.0043 0.8507 -5.1790 -0.130 -0.264 0.273 0.13
C 1.1655 -1.8299 -4.3203 -0.166 0.209 0.151 -0.06
C 2.1515 -2.6938 -4.8001 0.122 0.084 0.258 -0.04
C 3.3450 -2.8751 -4.0846 -0.359 0.206 0.043 -0.03
C 3.5403 -2.1623 -2.8925 0.003 0.066 -0.097 -0.05
C 2.5785 -1.2614 -2.4407 -0.204 -0.111 -0.079 -0.13
H 0.2309 -1.7066 -4.8653 0.226 -0.149 0.027 0.11
H 1.9454 -3.2237 -5.7283 0.239 0.038 0.225 0.12
H 4.1192 -3.5613 -4.4437 -0.392 0.265 0.135 0.12
H 4.4452 -2.3070 -2.2966 -0.257 0.065 -0.328 0.12
H 2.7721 -0.6935 -1.5265 -0.087 -0.195 -0.215 0.10
H -2.3423 -2.9941 -0.4316 1.236 0.834 0.465 0.16
H -1.6337 -2.6593 -0.2557 -1.625 -1.479 -0.113 -0.02
C -0.7063 3.9378 5.5217 -0.176 -0.173 -0.317 -0.05
C 0.3232 3.9338 4.5655 -0.334 -0.326 0.145 -0.06
C 0.4402 2.8545 3.6799 0.013 0.394 0.016 -0.13
C -0.4558 1.7832 3.7444 0.052 0.134 -0.531 -0.33
C -1.4759 1.7813 4.6966 -0.381 0.095 -0.008 -0.11
C -1.6132 2.8646 5.5768 0.431 0.175 -0.213 -0.05
Sb -0.1866 0.1178 2.3529 -0.182 -0.591 2.595 1.63
C 1.8426 -0.4162 3.0340 -0.299 -0.291 -0.543 -0.33
C 2.8672 -0.5321 2.0953 0.400 0.031 -0.401 -0.17
C 4.1841 -0.7796 2.4974 -0.165 0.009 0.528 -0.06
C 4.4712 -0.9153 3.8674 -0.112 -0.047 -0.270 -0.05
C 3.4387 -0.8296 4.8137 -0.027 0.008 -0.474 -0.05
C 2.1201 -0.5929 4.3902 0.036 0.105 0.163 -0.11
C -1.8106 -1.1817 3.0164 0.444 0.127 -0.178 -0.39
C -1.5802 -2.3874 3.6774 0.049 -0.260 0.138 -0.11
C -2.6519 -3.2401 3.9852 -0.009 0.189 -0.296 -0.05
C -3.9518 -2.8850 3.6047 0.139 0.065 0.005 -0.05
C -4.1834 -1.6620 2.9657 -0.014 -0.143 -0.131 -0.07
C -3.1150 -0.8072 2.6744 -0.309 -0.049 -0.309 -0.17
H -0.8435 4.8014 6.1841 0.138 -0.456 -0.269 0.12
H 1.0204 4.7735 4.4840 -0.293 -0.353 0.090 0.12
H 1.2206 2.9029 2.9228 -0.072 -0.144 0.131 0.10
H -2.2098 0.9750 4.7459 0.255 0.147 -0.032 0.10
H -2.4514 2.8824 6.2794 0.403 -0.050 -0.205 0.12
H 2.6904 -0.4407 1.0204 -0.139 0.015 0.348 0.06
H 4.9776 -0.8701 1.7436 -0.400 0.072 0.430 0.12
H 5.5069 -1.1089 4.1782 -0.576 0.121 -0.058 0.12
H 3.6559 -0.9503 5.8790 -0.131 0.036 -0.429 0.12
H 1.3207 -0.5429 5.1261 0.149 0.076 -0.035 0.11
H -0.5572 -2.6654 3.9442 -0.347 -0.042 -0.047 0.11
H -2.4748 -4.2028 4.4728 0.005 0.425 -0.119 0.12
H -4.7835 -3.5722 3.7937 0.346 0.335 -0.024 0.12
H -5.1966 -1.3884 2.6452 0.463 -0.089 0.265 0.12
H -3.3475 0.1321 2.1547 0.244 -0.247 0.248 0.11
```
Positions in Å, forces in eV/Å.

Properties
⟨S²⟩: 2.0382
Spin multiplicity: 3
LUMO (spin up / spin down): -0.2919 / -0.2926 hartree
HOMO (spin up / spin down): -0.5113 / -0.5150 hartree
Charge: +2



[5]
ORCA calculation (ωB97M-V/def2-TZVPD) on a structure of composition C6H12N5O2S in a non-equilibrium geometry.

The geometry in XYZ format:
```
26
Properties=species:S:1:pos:R:3:forces:R:3:lowdin_charge:R:1
C -1.4057 -0.2210 0.3028 -1.404 1.630 -0.088 -0.38
C -3.5183 0.1755 -0.1375 1.839 1.169 0.098 -0.72
C -0.2080 -1.1939 0.3940 -0.895 1.306 -1.775 -0.47
C 3.0509 1.9912 -0.2279 3.160 -0.536 0.100 -0.04
C 3.1077 0.5879 0.4217 -0.790 3.677 2.245 -0.14
C 0.9428 -0.3457 -0.1788 -0.773 -1.719 0.862 -0.25
N -2.5646 -0.7011 -0.2397 1.640 -1.434 0.943 0.09
N -1.3783 1.0670 0.6647 0.840 -2.138 -0.150 -0.26
N -4.7148 -0.1166 -0.5326 -4.022 1.718 -0.524 0.13
N 0.0677 -1.7140 1.6607 -0.995 -0.191 0.359 0.17
N 1.0267 -0.2675 -1.4655 2.110 1.971 2.819 0.35
O -0.3985 -2.1454 -0.6329 -0.086 -0.324 0.428 0.02
O 1.7475 0.1158 0.6894 0.271 0.223 0.355 0.06
S -2.8862 1.6705 0.4380 -0.469 0.619 0.208 1.06
H 2.9381 1.7480 -1.3178 -0.189 1.401 0.826 0.07
H 2.2861 2.5367 0.3163 -0.198 0.360 -0.663 0.08
H 4.1373 2.5721 -0.0504 -3.004 -1.685 -0.639 0.17
H 3.5690 0.6879 1.4241 -0.432 -0.501 -0.590 0.15
H 3.5720 -0.1055 -0.1518 1.487 -2.248 -1.679 0.10
H -4.8650 -1.0592 -0.7804 -0.345 -0.916 -0.367 0.11
H -5.5363 0.5477 -0.5917 1.794 -1.225 0.251 0.16
H 0.8875 -1.2274 1.9428 0.429 -0.005 1.437 0.08
H -0.7418 -1.6742 2.3164 1.283 0.141 -0.662 0.14
H -1.2935 -2.4855 -0.4830 -0.056 -0.098 -0.385 0.11
H 0.4881 -0.8291 -2.0088 -2.043 -1.878 -2.044 0.12
H 1.6895 0.3858 -1.7721 0.849 0.684 -1.364 0.11
```
Positions in Å, forces in eV/Å.

Properties
LUMO: -0.1175 hartree
HOMO: -0.4442 hartree
Charge: +1



[6]
ORCA calculation (ωB97M-V/def2-TZVPD) on a structure of composition CH6N2P2 in a non-equilibrium geometry.

The geometry in XYZ format:
```
11
Properties=species:S:1:pos:R:3:forces:R:3:lowdin_charge:R:1
C -1.5892 -0.1891 0.3666 -2.082 1.684 0.744 -0.28
N 1.0646 -0.0816 -0.5963 -1.811 1.529 2.926 -0.62
N 0.7645 0.2469 2.0194 -0.452 1.265 -1.208 -0.13
P 0.6911 0.0878 -2.2503 -0.749 -1.209 0.184 0.60
P -0.0280 0.2056 0.5378 2.295 -1.757 -1.571 0.57
H -2.3718 0.3438 0.9854 0.925 -1.070 -0.564 0.02
H 0.2076 0.6721 2.7951 1.074 -0.240 -0.925 0.07
H 1.5836 0.7819 1.6260 -0.468 -0.404 1.744 0.06
H -0.2483 -1.0741 -2.4399 0.542 1.021 0.108 -0.11
H 1.7396 -0.7864 -2.3442 0.919 -0.554 -1.559 -0.15
H -1.8137 -0.2067 -0.6996 -0.192 -0.266 0.121 -0.04
```
Positions in Å, forces in eV/Å.

Properties
LUMO: 0.0039 hartree
HOMO: -0.3018 hartree
Charge: 0



[7]
ORCA calculation (ωB97M-V/def2-TZVPD) on a cluster of 7 separate species, C12H22Cl16 in total in a non-equilibrium geometry.

The geometry in XYZ format:
```
50
Properties=species:S:1:pos:R:3:forces:R:3:lowdin_charge:R:1
Cl 3.1021 -1.2142 3.1293 -0.234 -0.060 0.317 0.53
C 2.4363 0.3317 3.7202 0.431 0.850 -0.770 -0.71
C 1.7634 0.2402 5.0642 -0.358 -0.581 -0.373 -0.65
Cl 0.7779 1.7052 5.3074 0.210 0.265 0.219 0.55
H 1.7445 0.7239 2.9799 -0.316 -0.431 -0.075 0.01
H 3.2556 1.0510 3.6676 0.091 -0.148 0.484 0.06
H 2.4641 0.0825 5.8779 -0.069 0.198 0.102 0.08
H 1.0293 -0.5626 5.0392 0.211 -0.154 0.115 0.06
Cl -1.2163 -5.7792 -1.0096 -0.164 -0.027 -0.192 0.54
C -2.3081 -5.4719 -2.4041 0.959 -0.225 -0.859 -0.64
C -2.0161 -4.0772 -2.9134 -0.496 1.270 1.087 -0.70
Cl -3.0042 -3.6099 -4.3264 -0.014 -0.265 0.161 0.54
H -3.3216 -5.6494 -2.0686 -0.131 0.324 -0.038 0.07
H -2.0641 -6.1655 -3.2098 -0.028 -0.285 0.323 0.07
H -0.9887 -3.8127 -3.1473 0.171 -0.812 -0.205 0.07
H -2.2448 -3.3871 -2.0930 -0.321 0.057 -0.275 0.02
Cl 4.5241 0.9219 0.7482 -0.339 0.117 -0.161 0.54
C 3.7719 2.3524 -0.0435 0.850 0.299 0.293 -0.67
C 4.7684 3.4903 -0.0626 0.011 0.504 -0.191 -0.67
Cl 6.1711 3.1149 -1.0901 0.222 -0.092 -0.017 0.54
H 2.9269 2.6471 0.5682 -0.219 -0.090 -0.152 0.00
H 3.4970 2.0871 -1.0591 -0.239 -0.122 0.081 0.05
H 5.1231 3.7641 0.9287 0.072 -0.288 0.036 0.07
H 4.3588 4.4005 -0.5029 -0.366 -0.202 0.028 0.07
Cl -1.0700 0.0713 -4.2056 0.326 -0.145 0.355 0.52
C 0.6709 0.0484 -3.7238 0.065 1.106 -0.809 -0.62
C 1.2969 1.3774 -4.1372 -0.139 -0.247 -0.681 -0.67
Cl 0.8109 2.7504 -3.1210 0.070 -0.153 0.032 0.53
H 1.1453 -0.6862 -4.3689 -0.022 -0.401 0.408 0.07
H 0.7717 -0.1199 -2.6585 -0.076 -0.363 -0.016 0.01
H 0.9646 1.5698 -5.1576 -0.076 0.264 0.105 0.06
H 2.3836 1.3424 -4.2009 0.020 -0.140 0.473 0.07
Cl -5.6306 -4.1859 2.6247 -0.622 -0.566 -0.287 0.56
C -4.2798 -3.1042 2.8810 0.344 0.638 1.034 -0.70
C -4.0038 -2.2250 1.6767 -0.527 -0.643 0.084 -0.65
Cl -5.3504 -1.0473 1.4442 0.488 -0.200 -0.001 0.52
H -3.4405 -3.7229 3.1985 0.221 0.088 -0.499 0.07
H -4.5456 -2.5275 3.7692 0.066 0.242 -0.223 0.06
H -3.9932 -2.8909 0.8157 0.085 0.305 -0.236 0.06
H -3.0654 -1.6870 1.7502 -0.026 0.110 0.100 0.02
C -0.8602 0.5925 -0.1575 -0.139 -0.182 0.612 -1.49
Cl -1.2103 -0.9892 -0.8864 -0.100 0.381 0.177 0.55
Cl 0.8435 0.6898 0.2556 0.305 -0.129 -0.148 0.55
Cl -1.8184 0.8338 1.3269 0.001 -0.012 -0.324 0.54
H -1.0963 1.4085 -0.8299 -0.061 -0.186 -0.215 -0.03
C -0.6734 5.0936 0.1822 -0.518 -0.250 0.031 -1.52
Cl -0.0406 6.6615 -0.2910 -0.023 -0.159 -0.115 0.55
Cl 0.5358 4.1252 1.0211 0.027 0.027 -0.115 0.54
Cl -1.4059 4.1994 -1.1848 0.316 0.340 0.265 0.52
H -1.4894 5.2388 0.8769 0.059 0.173 0.062 0.01
```
Positions in Å, forces in eV/Å.

Properties
SMILES: ClC(Cl)Cl.ClC(Cl)Cl.ClCCCl.ClCCCl.ClCCCl.ClCCCl.ClCCCl
LUMO: 0.0113 hartree
HOMO: -0.3928 hartree
Charge: 0